The following is a quantum chemistry calculation of a structure of composition C36H30FeN15O in a non-equilibrium geometry, from the OMol25 dataset.

Atoms and positions in Å:
Fe 2.3892 -0.9527 1.0053
O -3.0913 0.7467 -3.0758
N 1.0989 -1.4869 -0.8043
N -1.5729 -1.7424 -3.7656
N 0.9073 0.7309 0.9464
N 3.1884 2.7710 -1.2092
N 2.2485 -0.4936 9.6634
N 2.6917 2.1126 -2.2531
N -0.7970 -0.6547 -1.9057
N -1.8871 -1.8681 2.0857
N 0.2913 -1.8313 1.9596
N 3.1344 0.5993 -0.7473
N 0.2685 -2.6032 -2.7125
N 2.1230 -3.3795 -1.6399
N -2.9879 2.7666 -2.2616
N -1.4744 -1.1118 3.1007
N -3.8207 2.0582 -1.4942
C -3.2945 -2.1673 1.9252
C -0.8216 -2.3035 1.4079
C 0.1085 -0.5979 -0.9572
C -1.3377 1.6371 -5.3387
C 2.4387 -0.4356 8.5343
C -4.5028 -2.9101 -0.1539
C 2.3499 2.8199 -3.4671
C 3.7483 -0.0523 3.0998
C -0.1423 1.5644 -6.0313
C 3.6252 -1.3515 5.1729
C -5.0460 -2.6591 -1.4028
C -0.1465 2.4761 -3.4138
C 1.0476 1.9135 -5.4148
C -4.2453 -0.4026 -1.3061
C -1.3407 2.0931 -4.0246
C -0.1724 -1.1092 3.0134
C 3.3329 -0.1737 4.4168
C -0.6880 -1.6791 -2.7845
C -3.8537 0.8459 -1.9555
C 3.4538 1.8510 -0.3255
C -1.1561 2.5695 0.6035
C 2.6690 0.8080 -1.9750
C 0.0077 0.5561 -0.0306
C 1.0542 2.3803 -4.1045
C 2.6410 0.8783 5.0957
C -3.8463 -1.9014 0.5442
C -2.5252 1.9768 -3.1804
C 3.3347 -1.4382 6.5051
C 2.6904 -0.3673 7.1517
C 1.1417 -2.4839 -1.7253
C 2.3315 0.7824 6.4235
C 0.7919 1.7965 1.7319
C -3.7405 -0.6411 -0.0272
C -0.2109 2.7475 1.6017
C -4.8987 -1.4176 -1.9964
C -1.0301 1.4571 -0.2098
H -0.2514 3.5962 2.2659
H -0.1369 1.2237 -7.0543
H 3.8940 2.0705 0.6267
H -3.8090 -1.5410 2.6593
H 1.5379 1.8891 2.5089
H 3.1729 2.7017 -4.1790
H -2.2819 -1.0287 -3.8388
H 2.2942 3.8750 -3.1856
H 2.4078 1.7849 4.5566
H 4.1253 -2.1688 4.6767
H -1.9711 3.2622 0.4476
H -0.1594 2.8402 -2.3975
H -2.2636 1.3648 -5.8211
H 3.6036 -2.3150 7.0756
H 3.6902 0.9138 2.6165
H -1.5242 -2.5007 -4.4255
H -5.5721 -3.4414 -1.9262
H 2.3231 0.0613 -2.6589
H 1.8301 1.5902 6.9346
H 0.4606 -0.6030 3.7132
H 4.4556 -0.7786 2.7036
H -3.2583 0.1569 0.5169
H -4.6120 -3.8910 0.2848
H -0.8802 -2.9500 0.5572
H -1.7157 1.2411 -0.9984
H 2.1657 -4.1245 -2.3155
H 2.7924 -3.3458 -0.8873
H -3.4596 -3.2152 2.1925
H 1.9730 1.8411 -5.9665
H -5.3088 -1.2319 -2.9767

HOMO (alpha / beta) = -13.590 / -13.772 eV
orbital gap (alpha / beta) = 6.670 / 6.013 eV
charge = +2
multiplicity = 2